one.
This record from the OMol25 dataset describes C5H14N2O in the gas phase. The level of theory is wB97M-V/def2-TZVPD.

Structure (ORCA input):
```
! RIJCOSX wB97M-V def2-TZVPD def2/J DEFGRID3
* xyz 0 1
C -3.2307 0.2101 1.2025
N -1.9480 -0.4383 1.1280
C -1.3683 -0.4141 -0.1991
C -0.0883 -1.2773 -0.1827
N 1.0282 -0.5416 0.4118
C 2.1334 -0.1720 -0.4477
C 2.2136 1.3542 -0.6569
O 3.0828 1.7128 -1.6894
H -3.6381 0.1627 2.2140
H -3.2118 1.2769 0.9374
H -3.9502 -0.3131 0.5751
H -1.3382 -0.0099 1.8122
H -1.1175 0.5615 -0.6341
H -2.0887 -0.8798 -0.8753
H 0.1459 -1.6049 -1.2019
H -0.3241 -2.1366 0.4376
H 1.3345 -0.9634 1.2704
H 2.0462 -0.6637 -1.4207
H 3.0824 -0.3977 0.0483
H 1.2262 1.7858 -0.8064
H 2.5959 1.7639 0.2862
H 3.4148 0.9846 -2.2092
*
```

Output
Highest occupied orbital energy in eV: -8.683
Orbital gap in eV: 9.69
LUMO level in eV: 1.0


two.
This record from the OMol25 dataset describes C5H14N2O in the gas phase. The level of theory is wB97M-V/def2-TZVPD.

Structure (ORCA input):
```
! RIJCOSX wB97M-V def2-TZVPD def2/J DEFGRID3
* xyz 0 1
C -1.3458 1.4449 -0.4928
C -0.2300 0.5666 -0.0084
C -0.2951 -0.8883 -0.5254
C -1.5211 -1.6688 -0.0364
N -1.3065 -2.4268 1.2134
N 1.0364 1.1828 -0.3843
C 2.2639 0.7170 0.1324
O 2.9574 1.6779 0.9628
H -1.3210 1.5108 -1.5917
H -2.3190 1.0097 -0.3352
H -1.2847 2.4504 -0.1107
H -0.1489 0.4956 1.0846
H -0.3803 -0.8027 -1.6139
H 0.6347 -1.3769 -0.2509
H -1.7919 -2.4579 -0.7364
H -2.3373 -0.9784 0.1690
H -1.4047 -1.8432 2.0312
H -0.4278 -2.9343 1.2061
H 1.0743 1.6486 -1.2825
H 2.1180 -0.1452 0.7764
H 2.9827 0.3566 -0.6182
H 3.0466 2.4615 0.4108
*
```

Output
Highest occupied orbital energy in eV: -8.640
Orbital gap in eV: 9.59
LUMO level in eV: 0.9


three.
This record from the OMol25 dataset describes C5H14N2O in the gas phase. The level of theory is wB97M-V/def2-TZVPD.

Structure (ORCA input):
```
! RIJCOSX wB97M-V def2-TZVPD def2/J DEFGRID3
* xyz 0 1
C 2.3464 -1.1040 -0.2816
N 2.0127 0.1373 0.3892
C 0.7785 0.1528 1.1476
C -0.5001 0.5523 0.3697
C -1.7835 -0.0800 0.9612
O -1.5262 -1.2301 1.8043
N -0.3120 0.2267 -1.0511
C -1.1234 0.9862 -1.9627
H 3.0948 -1.6751 0.2848
H 3.0404 -0.8872 -1.1075
H 1.5102 -1.6491 -0.7178
H 1.9968 0.8498 -0.3292
H 0.9586 0.8783 1.9485
H 0.6970 -0.8267 1.6107
H -0.6016 1.6371 0.2689
H -2.2960 0.6025 1.6341
H -2.3978 -0.5093 0.1760
H -1.3024 -0.9216 2.6890
H -0.3872 -0.7634 -1.2401
H -2.1552 1.1358 -1.6228
H -1.2026 0.4468 -2.9042
H -0.8474 2.0409 -2.0669
*
```

Output
Highest occupied orbital energy in eV: -8.469
Orbital gap in eV: 9.35
LUMO level in eV: 0.9


four.
This record from the OMol25 dataset describes C5H14N2O in the gas phase. The level of theory is wB97M-V/def2-TZVPD.

Structure (ORCA input):
```
! RIJCOSX wB97M-V def2-TZVPD def2/J DEFGRID3
* xyz 0 1
C -2.6610 1.4134 1.5746
N -1.5453 1.5006 0.7213
C -0.7757 0.2668 0.9661
C 0.0916 -0.3074 -0.3117
C 0.3841 -1.8079 -0.1700
O 0.8535 -2.3109 -1.3852
N 1.4180 0.4216 -0.0815
C 2.0467 1.0071 -1.3878
H -3.4463 0.8294 0.9688
H -2.7770 2.3619 2.0556
H -2.5413 0.7177 2.5224
H -0.9089 2.3492 0.7760
H -1.5387 -0.6608 1.0778
H -0.1718 0.3246 1.9757
H -0.3252 0.0895 -1.3038
H 1.0947 -1.9386 0.7452
H -0.4761 -2.3854 0.1566
H 1.5197 -3.0675 -1.3635
H 2.0905 -0.1783 0.1752
H 1.9900 0.2905 -2.3351
H 3.0845 0.8165 -1.3929
H 1.9547 2.0507 -1.4825
*
```

Output
Highest occupied orbital energy in eV: -8.582
Orbital gap in eV: 9.32
LUMO level in eV: 0.7


We find two to be the most stable, with the next structure 41.5 kJ/mol higher.


one.
This record from the OMol25 dataset describes C5H14N2O in the gas phase. The level of theory is wB97M-V/def2-TZVPD.

Structure (ORCA input):
```
! RIJCOSX wB97M-V def2-TZVPD def2/J DEFGRID3
* xyz 0 1
C 2.6524 -0.3835 0.0221
C 1.5542 0.3903 -0.6157
C 0.1693 -0.3338 -0.8367
N 0.4205 -1.6391 -1.4391
C -0.4987 -0.5221 0.5041
N -1.0125 0.7575 1.0362
C -2.4584 0.9229 1.1628
O -2.8776 2.0712 0.4495
H 2.6241 -1.3934 -0.4092
H 3.6794 -0.0232 0.0926
H 2.4961 -0.5715 1.0969
H 1.8010 0.7026 -1.6359
H 1.2963 1.2908 -0.0461
H -0.3483 0.3828 -1.4807
H 0.8709 -1.6226 -2.3495
H -0.4614 -2.1388 -1.4808
H 0.2166 -1.0779 1.1128
H -1.4300 -1.0901 0.4015
H -0.4909 1.1750 1.7797
H -2.9559 0.0011 0.8719
H -2.6872 1.1722 2.1977
H -2.5601 1.9295 -0.4342
*
```

Output
Highest occupied orbital energy in eV: -8.999
Orbital gap in eV: 9.95
LUMO level in eV: 0.9


two.
This record from the OMol25 dataset describes 2 unconnected molecules or ions with the total composition C5H14N2O. The level of theory is wB97M-V/def2-TZVPD.

Structure (ORCA input):
```
! RIJCOSX wB97M-V def2-TZVPD def2/J DEFGRID3
* xyz 0 1
C -2.1213 0.9889 0.1927
N -0.8523 0.4481 0.6617
C -1.0194 -0.8733 1.2573
C -0.1899 1.3610 1.5872
H -1.9511 1.9462 -0.3022
H -2.5676 0.3046 -0.5304
H -2.8436 1.1443 1.0108
H -0.0470 -1.2744 1.5441
H -1.4738 -1.5489 0.5315
H -1.6547 -0.8507 2.1573
H -0.0354 2.3255 1.1010
H -0.7726 1.5232 2.5080
H 0.7858 0.9559 1.8589
C 1.2366 -0.9683 -2.4495
N 1.4121 -0.2716 -1.1843
C 2.4361 -0.7197 -0.1012
O 3.0782 -1.7123 -0.2494
H 2.1113 -1.5988 -2.6147
H 1.1290 -0.2659 -3.2801
H 0.3524 -1.6097 -2.4231
H 0.5961 0.2272 -0.8020
H 2.3912 0.4686 -0.4737
*
```

Output
Highest occupied orbital energy in eV: -8.396
Orbital gap in eV: 9.17
LUMO level in eV: 0.8


We find one to be the most stable, with the next structure 274.4 kJ/mol higher.


one.
This record from the OMol25 dataset describes a molecular structure, C5H13NO. The level of theory is wB97M-V/def2-TZVPD.

Structure (ORCA input):
```
! RIJCOSX wB97M-V def2-TZVPD def2/J DEFGRID3
* xyz 0 1
C 1.7747 0.4462 -0.4107
N 2.8881 -0.4110 -0.1179
O 1.1303 0.8896 0.7410
H 1.2066 0.1674 1.3826
H 3.1060 -1.0366 -0.8786
H 3.7361 0.0870 0.1429
H 2.0257 1.3414 -0.9899
H 0.6672 -0.7630 -0.5917
C -1.4260 0.7880 -1.0454
C -1.8300 0.1411 1.4079
C -1.3042 -0.1809 0.0532
C -0.5623 -1.3471 -0.2507
H -2.2060 1.5347 -0.8992
H -1.6102 0.3142 -2.0125
H -0.4140 1.2517 -1.1748
H -1.4311 -0.5296 2.1702
H -1.5934 1.1717 1.6843
H -2.9229 0.0571 1.4293
H -0.7819 -1.8497 -1.1919
H -0.4525 -2.0722 0.5516
*
```

Output
Highest occupied orbital energy (alpha / beta) in eV: -6.875 / -6.863
Orbital gap (alpha / beta) in eV: 7.65 / 7.63
LUMO level (alpha / beta) in eV: 0.8 / 0.8


two.
This record from the OMol25 dataset describes C5H13NO in the gas phase. The level of theory is wB97M-V/def2-TZVPD.

Structure (ORCA input):
```
! RIJCOSX wB97M-V def2-TZVPD def2/J DEFGRID3
* xyz 0 1
C -1.3949 -0.9396 -2.0369
N -1.3053 0.4730 -1.6485
C -0.1146 0.9108 -0.9548
C 0.7629 -0.1211 -0.1852
C 0.4415 -0.2055 1.3171
C 0.8923 1.0058 2.1439
O 1.2679 -1.2871 1.8238
H -1.8315 -0.9409 -3.0471
H -2.1120 -1.5448 -1.5161
H -0.4070 -1.3547 -2.1463
H -2.1590 0.7335 -1.1796
H -0.2913 1.7539 -0.3289
H 0.6095 1.1964 -1.6854
H 0.6215 -1.1136 -0.5744
H 1.7850 0.2216 -0.1440
H -0.6076 -0.4194 1.5460
H 0.0138 1.6494 2.2233
H 1.1692 0.6880 3.1401
H 1.7612 1.4432 1.6517
H 0.8984 -2.1488 1.6014
*
```

Output
Highest occupied orbital energy in eV: -8.430
Orbital gap in eV: 9.31
LUMO level in eV: 0.9


We find two to be the most stable, with the next structure 240.0 kJ/mol higher.